84
Properties=species:S:1:pos:R:3:mulliken_charge:R:1 method="wB97M-V/def2-TZVPD" total_charge=+2 spin_multiplicity=1 lumo_ha=-0.197 e_above_lowest_kcal_mol=3.0 e_homo_ev=-13.81
Sn -1.9030 1.0648 -1.5263 1.01
O 2.7266 5.7003 -1.7779 -0.51
C 1.8949 4.6578 -1.7337 0.77
C 2.3025 3.3339 -1.9136 -0.26
C 1.3558 2.3370 -1.8508 -0.59
N 0.0516 2.5773 -1.6467 -0.10
C -0.3137 3.8406 -1.4220 0.24
C 0.5621 4.9027 -1.4485 -0.72
C -1.7566 4.0721 -0.9962 0.50
O -2.0686 5.1831 -0.6304 -0.64
O -2.5134 3.0109 -1.0161 -0.59
C 1.8426 0.9203 -1.8802 0.76
O 3.0378 0.6476 -1.8040 -0.57
O 0.9428 -0.0540 -1.8736 -0.70
H 3.6268 5.4401 -1.9999 0.33
H 3.3396 3.0753 -2.0954 0.44
H 0.1987 5.9012 -1.2416 0.62
N -1.1877 0.6516 0.5652 -0.13
S -0.4863 1.8340 1.4376 0.39
C 0.6804 1.0296 2.5283 0.50
C 1.6520 1.8379 3.1063 -0.47
C 2.5606 1.2712 3.9889 -0.81
C 2.4865 -0.0846 4.2862 -0.58
C 1.5164 -0.8831 3.6892 -0.79
C 0.6085 -0.3292 2.7936 -0.09
C -1.6731 2.4691 2.6023 0.86
C -2.3973 1.6082 3.4221 -0.36
C -3.3482 2.1459 4.2704 -0.82
C -3.5683 3.5225 4.2923 -0.46
C -2.8278 4.3679 3.4815 -0.77
C -1.8671 3.8427 2.6241 -0.38
H -1.9314 0.2225 1.1164 0.21
H 1.6875 2.9004 2.8835 0.48
H 3.3214 1.8897 4.4487 0.44
H 3.1845 -0.5216 4.9926 0.46
H 1.4556 -1.9385 3.9336 0.49
H -0.1409 -0.9447 2.3053 0.30
H -2.2171 0.5366 3.4203 0.31
H -3.9126 1.4909 4.9244 0.42
H -4.3296 3.9334 4.9465 0.41
H -2.9988 5.4369 3.4988 0.44
H -1.3027 4.4994 1.9704 0.37
C 3.9010 -1.6171 -3.8755 -1.27
C 2.7600 -2.4741 -3.3422 0.34
C 3.1345 -3.9424 -3.1132 -1.34
Sb 1.9945 -1.7725 -1.4496 0.69
C 3.3753 -1.5429 0.2212 0.71
C 4.7878 -1.4081 -0.3289 -1.41
C 3.1848 -2.7366 1.1490 -1.11
C 0.0886 -2.7273 -1.1228 1.12
C 0.1700 -3.9849 -0.2634 -1.29
C -0.5412 -2.9562 -2.4953 -1.62
H 4.1619 -1.9816 -4.8746 0.48
H 4.7922 -1.6946 -3.2518 0.26
H 3.6327 -0.5675 -3.9665 0.33
H 1.8819 -2.3968 -3.9826 0.48
H 3.9925 -4.0435 -2.4405 0.26
H 3.4184 -4.3904 -4.0696 0.48
H 2.3050 -4.5360 -2.7118 0.35
H 3.0234 -0.6148 0.6742 0.18
H 5.1375 -2.3413 -0.7753 0.29
H 5.4516 -1.1805 0.5113 0.53
H 4.8819 -0.6020 -1.0473 0.32
H 3.3918 -3.6872 0.6485 0.34
H 2.1871 -2.7762 1.5869 -0.03
H 3.9030 -2.6458 1.9693 0.48
H -0.4447 -1.9399 -0.5891 -0.31
H 0.8049 -4.7561 -0.7093 0.28
H -0.8345 -4.4081 -0.1675 0.45
H 0.5372 -3.7773 0.7419 0.34
H -0.1036 -3.8178 -3.0038 0.35
H -0.4629 -2.0842 -3.1470 0.38
H -1.6066 -3.1520 -2.3575 0.45
C -6.9552 -0.9649 -2.0116 -0.90
N -6.1824 -1.2379 -0.7847 0.02
C -6.8425 -1.9873 0.2930 -0.90
C -4.9205 -0.8859 -0.7018 0.40
N -3.8019 -0.5737 -0.6274 -0.47
H -7.8784 -0.4515 -1.7480 0.33
H -7.1991 -1.8972 -2.5196 0.33
H -6.3787 -0.3325 -2.6793 0.31
H -7.7860 -1.5037 0.5380 0.31
H -6.2123 -2.0001 1.1775 0.32
H -7.0403 -3.0096 -0.0245 0.32



81
Properties=species:S:1:pos:R:3:mulliken_charge:R:1 method="wB97M-V/def2-TZVPD" spin_multiplicity=1 lumo_ha="0.007 / 0.007" e_above_lowest_kcal_mol=27.7 e_homo_ev="-4.86 / -4.85"
Ti -0.1501 -0.5291 0.2359 -0.85
C -5.3733 1.6520 -1.7824 -1.60
C -3.9860 2.1881 -1.9954 0.89
C -3.6129 2.7386 -3.2223 -0.65
C -2.3212 3.2076 -3.3761 -0.74
C -1.4434 3.1266 -2.3045 -0.14
C -1.8968 2.5743 -1.1066 -0.94
N -3.1440 2.1025 -0.9695 -0.29
C -1.0201 2.5744 0.0933 0.69
C -0.5773 3.7918 0.5005 -0.04
C 0.2066 3.8979 1.6891 -1.59
C 0.3927 2.7816 2.4192 -0.96
C -0.1469 1.5099 2.0223 1.12
N -0.7402 1.3778 0.7319 0.65
C -0.0478 0.3912 2.8394 0.69
C 0.3318 0.4510 4.2268 -0.79
C 0.3183 -0.6552 4.9966 -0.90
C -0.0595 -1.9069 4.4228 -0.88
C -0.3989 -1.9492 3.1096 0.80
C -0.7652 -3.2464 2.4652 -0.97
N -0.3934 -0.8467 2.2961 0.83
H -6.1152 2.4481 -1.8667 0.46
H -5.4499 1.2139 -0.7898 0.33
H -5.6233 0.8958 -2.5298 0.33
H -4.3279 2.7899 -4.0335 0.42
H -1.9980 3.6347 -4.3173 0.46
H -0.4211 3.4725 -2.3798 0.63
H -0.8593 4.6719 -0.0614 0.48
H 0.6237 4.8493 1.9888 0.38
H 0.9818 2.8253 3.3247 0.21
H 0.5756 1.4071 4.6659 0.32
H 0.5735 -0.5932 6.0466 0.41
H -0.0414 -2.8189 5.0024 0.42
H -1.8436 -3.3261 2.2982 0.20
H -0.4627 -4.0891 3.0849 0.49
H -0.2594 -3.3323 1.5044 -0.20
C -0.6034 -3.7249 -1.0173 -1.00
C -2.0234 -3.2778 -0.5948 -0.91
N -2.0779 -1.8964 -0.0873 -0.08
C -2.8137 -0.9799 -0.9636 -1.23
C -2.0343 -0.7072 -2.2378 -0.64
N -0.6826 -0.1877 -1.9452 0.32
C 0.3665 -0.7098 -2.8311 -0.52
C 0.5436 -2.2113 -2.6225 -0.89
N 0.2931 -2.6017 -1.2377 -0.08
H -0.6827 -4.3457 -1.9151 0.51
H -0.1762 -4.3635 -0.2455 0.42
H -2.3930 -3.9552 0.1746 0.59
H -2.7129 -3.3693 -1.4389 0.45
H -2.5019 -1.8732 0.8328 0.48
H -2.9607 -0.0524 -0.4086 0.48
H -3.8031 -1.3786 -1.2275 0.40
H -2.5893 -0.0125 -2.8727 0.57
H -1.9288 -1.6328 -2.8072 0.48
H -0.6822 0.8236 -2.0412 -0.17
H 1.2778 -0.1692 -2.5771 -0.10
H 0.1316 -0.5095 -3.8844 0.53
H 1.5496 -2.4954 -2.9419 0.45
H -0.1452 -2.7669 -3.2627 0.43
H 1.1510 -2.6764 -0.7118 -0.19
C 3.2243 3.9641 -2.0183 -1.22
Te 2.4045 2.2541 -1.0132 0.57
C 4.0345 0.9815 -1.5387 -1.09
H 3.6517 3.6486 -2.9686 0.36
H 3.9877 4.4419 -1.4098 0.37
H 2.4232 4.6744 -2.2151 0.31
H 4.9630 1.4349 -1.1995 0.39
H 4.0656 0.8247 -2.6150 0.41
H 3.8855 0.0352 -1.0248 0.16
N 1.6098 -0.5237 0.3282 0.37
C 2.5880 -0.9552 1.1983 -0.37
C 3.1073 -0.0648 2.1560 0.36
C 4.0303 -0.4917 3.0945 -0.77
C 4.4817 -1.8063 3.1027 -0.56
C 4.0027 -2.6895 2.1459 -0.86
C 3.0746 -2.2732 1.2041 -0.49
H 2.7602 0.9604 2.1421 0.39
H 4.3964 0.2119 3.8331 0.39
H 5.2038 -2.1347 3.8389 0.38
H 4.3524 -3.7154 2.1327 0.40
H 2.7258 -2.9842 0.4616 0.51



80
Properties=species:S:1:pos:R:3:mulliken_charge:R:1 method="wB97M-V/def2-TZVPD" total_charge=+3 spin_multiplicity=2 lumo_ha="-0.395 / -0.403" e_above_lowest_kcal_mol=51.9 e_homo_ev="-15.64 / -15.65"
Ir -0.2505 0.0996 0.2944 2.04
N -0.8731 1.9191 1.0491 -0.92
C -1.9332 2.7279 0.3590 -0.38
C -3.2732 1.9922 0.2995 0.15
C -3.6965 1.5193 -1.0924 -1.09
C -2.6649 0.6814 -1.8320 -0.10
N -2.0904 -0.4011 -0.9761 -0.65
H -1.1827 1.7501 2.0067 0.43
H -0.0313 2.4908 1.1286 0.28
H -1.5636 2.9633 -0.6362 0.18
H -2.0292 3.6690 0.9002 0.49
H -4.0611 2.6355 0.6900 0.43
H -3.2268 1.1421 0.9779 -0.48
H -3.9383 2.3778 -1.7214 0.38
H -4.6247 0.9516 -0.9909 0.41
H -1.8333 1.2870 -2.1882 -0.17
H -3.1353 0.2461 -2.7146 0.51
H -1.7851 -1.1571 -1.5829 0.35
H -2.8328 -0.7933 -0.4020 0.30
C 4.2344 5.5764 1.5142 -1.51
C 3.9641 4.2872 0.8118 0.35
C 4.2074 4.1432 -0.5531 -0.73
C 4.0123 2.9448 -1.2144 0.29
C 4.4080 2.8625 -2.6659 -1.85
C 3.4315 1.8683 -0.4834 0.94
As 3.0717 0.3102 -1.4792 0.49
N 1.6573 -0.6843 -0.7203 0.09
C 1.8005 -2.0248 -0.7035 1.43
C 0.6695 -2.8321 -0.3651 -0.21
C 0.7539 -4.1944 -0.2867 -1.04
C 1.9718 -4.8339 -0.5643 -0.60
C 3.0963 -4.0808 -0.9202 -1.13
C 3.0224 -2.7144 -0.9928 -0.39
C 2.3219 0.6582 -3.2115 1.51
C 2.8111 -0.0965 -4.2802 -0.14
C 3.9309 -1.0992 -4.1701 -2.01
C 2.2361 0.0984 -5.5361 -0.88
C 1.2228 1.0166 -5.7474 0.48
C 0.6183 1.2182 -7.1053 -1.52
C 0.7758 1.7705 -4.6559 -1.05
C 1.3051 1.6160 -3.3891 0.86
C 0.8046 2.5036 -2.2839 -1.40
C 3.3162 1.9443 0.9356 0.16
C 3.0183 0.7522 1.7987 -1.08
C 3.5419 3.1607 1.5380 -0.95
H 4.4484 6.3830 0.8178 0.39
H 5.0940 5.4638 2.1804 0.37
H 3.3896 5.8610 2.1434 0.39
H 4.6069 4.9837 -1.1079 0.51
H 5.2329 3.5474 -2.8537 0.59
H 3.5843 3.1543 -3.3212 0.34
H 4.7420 1.8687 -2.9640 0.35
H -0.2861 -2.3396 -0.1830 0.17
H -0.1152 -4.7838 -0.0270 0.47
H 2.0389 -5.9122 -0.5112 0.43
H 4.0303 -4.5819 -1.1364 0.47
H 3.9086 -2.1482 -1.2503 0.54
H 4.4427 -1.0711 -3.2054 0.39
H 4.6833 -0.9118 -4.9358 0.54
H 3.5574 -2.1123 -4.3277 0.41
H 2.6090 -0.4807 -6.3729 0.44
H 1.0993 0.5955 -7.8551 0.39
H 0.7051 2.2608 -7.4141 0.38
H -0.4463 0.9795 -7.0895 0.35
H 0.0027 2.5150 -4.8148 0.52
H -0.0257 3.1116 -2.6386 0.54
H 1.5734 3.1832 -1.9149 0.36
H 0.4569 1.9130 -1.4176 -0.18
H 3.6271 -0.1112 1.5233 0.38
H 1.9675 0.4454 1.7233 -0.09
H 3.2160 0.9834 2.8438 0.56
H 3.4578 3.2387 2.6164 0.55
S -2.0215 -1.5676 4.1061 -0.01
C -0.3572 -1.9056 3.9721 -0.39
C 0.1391 -1.3935 2.8231 -0.58
N -0.8006 -0.7285 2.0549 0.12
C -1.9897 -0.7546 2.6344 -0.05
H 0.1686 -2.4604 4.7332 0.47
H 1.1570 -1.4777 2.4760 0.33
H -2.8785 -0.3216 2.2089 0.25